[1]
{"formula": "C33H35AsGeNO9STl", "method": "ωB97M-V/def2-TZVPD", "homo_ev": -8.7, "orbital_gap_ev": 8.39, "spin_multiplicity": 1, "e_tot_ev": -187587.1589, "max_force_ev_per_a": 0.8, "species": ["Tl", "O", "As", "O", "O", "C", "C", "C", "C", "C", "C", "S", "O", "O", "O", "H", "H", "H", "H", "H", "O", "C", "O", "C", "C", "Ge", "C", "C", "C", "C", "C", "C", "C", "C", "C", "C", "C", "C", "C", "C", "C", "C", "C", "C", "H", "H", "H", "H", "H", "H", "H", "H", "H", "H", "H", "H", "H", "H", "H", "H", "H", "H", "H", "O", "C", "C", "C", "C", "C", "C", "N", "H", "H", "H", "H", "H", "H", "H", "H", "H", "H", "H"], "positions_angstrom": [[0.21344, 0.08897, -0.63221], [-1.01075, -4.02861, 3.49790], [0.07761, -2.95571, 2.63042], [1.41420, -3.76204, 2.22821], [-0.94058, -2.34477, 1.31582], [-0.17117, -1.41916, 3.70059], [0.60632, -1.32365, 4.78241], [0.49288, -0.37700, 5.88021], [-0.52209, 0.46865, 6.03934], [-1.68266, 0.61226, 5.11183], [-1.43646, -0.64646, 3.35950], [-2.11077, -1.30195, 1.74460], [-3.28051, -2.04529, 2.07360], [-3.29892, 1.26469, 2.07777], [-2.11061, -0.41120, 0.62369], [-1.02068, -4.90337, 3.09082], [1.41684, -2.04277, 4.86197], [1.28149, -0.40409, 6.62137], [-0.50991, 1.13047, 6.89817], [-2.39012, 1.33426, 5.50896], [1.77800, 2.15011, -0.05028], [0.98277, 2.41330, 0.87322], [0.05864, 1.62643, 1.24996], [1.15477, 3.73187, 1.61825], [0.21568, 3.90847, 2.81057], [-1.64744, 3.54499, 2.30092], [-1.98544, 3.89657, 0.40725], [-1.59493, 5.12983, -0.11515], [-1.83945, 5.45784, -1.44243], [-2.48625, 4.55288, -2.27001], [-2.84680, 3.30770, -1.77380], [-2.59523, 2.97700, -0.44825], [-2.34281, 1.81718, 2.99363], [-1.30580, 0.88112, 3.62439], [-2.37867, -0.70493, 4.63095], [-3.85794, -0.48677, 4.52312], [-4.44185, 0.62683, 4.10401], [-3.79032, 1.72257, 3.34046], [-2.64435, 4.91740, 3.33049], [-2.59946, 4.85002, 4.72505], [-3.05634, 5.89319, 5.51665], [-3.56642, 7.03878, 4.92101], [-3.64309, 7.11697, 3.53882], [-3.18970, 6.06337, 2.75296], [1.00108, 4.52237, 0.88004], [2.20434, 3.78379, 1.91501], [0.26704, 4.91855, 3.21782], [0.50653, 3.22548, 3.61286], [-1.08627, 5.84905, 0.51893], [-1.52591, 6.42001, -1.82756], [-2.70543, 4.81541, -3.29712], [-3.33407, 2.58576, -2.41804], [-2.87185, 1.99718, -0.08191], [-0.30389, 1.25399, 3.44638], [-2.17479, -1.58842, 5.23214], [-4.47698, -1.27755, 4.92706], [-5.52052, 0.70879, 4.17500], [-4.36658, 2.64104, 3.27244], [-2.19460, 3.96081, 5.20294], [-3.01019, 5.81908, 6.59624], [-3.90359, 7.86578, 5.53282], [-4.05232, 8.00283, 3.06898], [-3.27262, 6.13412, 1.67528], [1.55235, -1.33338, 1.30169], [2.72362, -1.05263, 1.47113], [3.74023, -1.08281, 0.35450], [5.07133, -1.69059, 0.81878], [4.91736, -2.96036, 1.68259], [4.69469, -2.73511, 3.18705], [3.36739, -2.06454, 3.53541], [3.20874, -0.82016, 2.75790], [3.86501, -0.06936, -0.03448], [3.31153, -1.69071, -0.44386], [5.67184, -0.94791, 1.35216], [5.63827, -1.94653, -0.07809], [5.82999, -3.55038, 1.58083], [4.09883, -3.56870, 1.28223], [5.51393, -2.12051, 3.57763], [4.74576, -3.69968, 3.69886], [3.31800, -1.83536, 4.60095], [2.53108, -2.71871, 3.28144], [4.09221, -0.32518, 2.71888]], "atomic_forces_ev_per_a": [[0.1, 0.0, -0.5], [0.0, 0.1, -0.2], [-0.5, -0.1, 0.4], [-0.3, -0.7, -0.2], [-0.5, 0.0, 0.0], [-0.1, 0.0, 0.2], [-0.1, 0.0, 0.0], [0.1, 0.0, 0.0], [-0.1, 0.1, 0.0], [0.2, -0.1, 0.0], [-0.3, 0.1, -0.1], [0.2, -0.4, 0.1], [0.0, 0.0, 0.0], [-0.1, 0.1, 0.0], [0.1, 0.0, 0.2], [0.0, -0.1, 0.0], [-0.3, 0.2, 0.1], [0.0, 0.0, 0.0], [0.0, 0.0, 0.0], [0.0, 0.0, 0.0], [0.0, -0.1, 0.0], [0.6, 0.1, 0.2], [-0.3, 0.1, 0.0], [-0.1, 0.0, 0.1], [0.1, -0.2, -0.3], [-0.3, 0.3, 0.4], [0.1, -0.2, 0.0], [0.0, 0.0, 0.0], [0.0, 0.0, 0.0], [0.0, 0.0, 0.0], [0.0, 0.0, 0.0], [0.0, 0.0, 0.0], [0.1, -0.3, -0.2], [-0.1, 0.1, 0.0], [0.1, -0.1, 0.1], [0.1, 0.0, 0.1], [-0.1, 0.0, -0.1], [0.2, 0.0, -0.1], [0.2, 0.1, -0.1], [0.0, -0.1, -0.1], [0.0, 0.0, 0.0], [0.0, 0.0, 0.0], [0.0, 0.0, 0.0], [-0.1, -0.1, 0.0], [0.1, 0.0, 0.0], [0.0, 0.1, 0.0], [0.0, 0.0, 0.0], [-0.1, 0.0, 0.0], [0.0, 0.0, 0.0], [0.0, 0.0, 0.0], [0.0, 0.0, 0.0], [0.0, 0.0, 0.0], [0.0, 0.0, 0.0], [0.0, 0.0, -0.1], [0.0, 0.0, 0.0], [0.0, 0.0, -0.1], [0.0, 0.0, 0.0], [0.0, 0.0, 0.0], [0.0, 0.0, 0.0], [0.0, 0.0, 0.0], [0.0, 0.0, 0.0], [0.0, 0.0, 0.0], [0.0, 0.0, 0.0], [0.1, 0.3, -0.4], [0.3, 0.0, 0.3], [-0.1, 0.2, 0.0], [-0.1, -0.1, 0.0], [0.0, 0.1, 0.0], [-0.1, 0.0, -0.1], [0.3, 0.0, 0.1], [0.0, 0.2, -0.1], [0.0, 0.1, -0.1], [-0.1, 0.1, 0.0], [0.0, 0.0, 0.0], [0.0, 0.0, 0.0], [0.0, 0.0, 0.0], [0.0, 0.0, 0.0], [0.0, 0.0, 0.0], [0.0, 0.0, 0.0], [0.2, 0.1, 0.0], [0.6, 0.1, 0.1], [0.0, -0.1, 0.0]]}

[2]
{"formula": "C33H35BFeN2O4Te", "method": "ωB97M-V/def2-TZVPD", "total_charge": -1, "homo_ev": [-4.7, -5.0], "orbital_gap_ev": [6.80, 6.41], "spin_multiplicity": 6, "e_tot_ev": -88318.1005, "s_squared": 8.772, "max_force_ev_per_a": 0.1, "species": ["Fe", "C", "O", "C", "C", "C", "C", "C", "C", "O", "C", "O", "C", "H", "H", "H", "H", "H", "H", "H", "H", "H", "C", "C", "C", "C", "C", "C", "Te", "N", "C", "O", "C", "C", "C", "C", "C", "C", "C", "C", "C", "C", "C", "C", "C", "C", "C", "C", "H", "H", "H", "H", "H", "H", "H", "H", "H", "H", "H", "H", "H", "H", "H", "H", "H", "H", "H", "H", "H", "H", "H", "B", "C", "N", "H", "H", "H"], "positions_angstrom": [[-0.37345, -2.29253, 2.32758], [1.53975, -5.18619, -3.62000], [0.16325, -4.89798, -3.75795], [-0.45700, -4.32300, -2.69065], [-1.82234, -4.02298, -2.88493], [-2.50397, -3.41810, -1.87076], [-1.90859, -3.07448, -0.63473], [-2.70197, -2.42715, 0.38215], [-4.15205, -2.08764, 0.10560], [-2.27781, -2.10804, 1.50191], [-0.51926, -3.37008, -0.44833], [0.15626, -3.08700, 0.60263], [0.16938, -4.02096, -1.51311], [1.85271, -5.63288, -4.56048], [1.71855, -5.89041, -2.80364], [2.11824, -4.27619, -3.43694], [-2.29157, -4.27408, -3.82595], [-3.54887, -3.18713, -2.02966], [-4.72449, -2.95996, -0.20783], [-4.21755, -1.33658, -0.68456], [-4.57804, -1.68352, 1.01988], [1.21498, -4.22665, -1.33723], [-0.24200, 6.93760, -2.89941], [-0.33769, 5.68611, -2.06786], [0.79658, 4.99401, -1.67564], [0.71973, 3.82910, -0.91260], [1.99653, 3.13140, -0.52874], [-0.53207, 3.33374, -0.54089], [-0.75906, 1.51609, 0.73500], [-0.11017, -0.02018, 2.12983], [0.88420, -0.12942, 2.95715], [1.12360, -1.29490, 3.44564], [1.80818, 0.98292, 3.34649], [1.36914, 2.29296, 3.50303], [2.26720, 3.30035, 3.82682], [3.61379, 3.00525, 3.98798], [4.05461, 1.69536, 3.84978], [3.15355, 0.68685, 3.54405], [-0.08864, 0.32849, -0.89108], [-1.00230, 0.24156, -1.94029], [-0.70555, -0.45400, -3.10068], [0.52996, -1.06891, -3.21993], [1.43744, -0.98726, -2.17831], [1.15363, -0.30691, -0.99369], [2.18792, -0.32506, 0.09624], [-1.69049, 4.03461, -0.90908], [-3.07349, 3.57543, -0.51217], [-1.57430, 5.19275, -1.67058], [0.79687, 7.23194, -3.04778], [-0.76476, 7.76934, -2.42327], [-0.69257, 6.78992, -3.88326], [1.77399, 5.36833, -1.96498], [2.86039, 3.76782, -0.72333], [2.11970, 2.20816, -1.09866], [1.99939, 2.86476, 0.53040], [0.31753, 2.51906, 3.38843], [1.91411, 4.31622, 3.95344], [4.31662, 3.79247, 4.23148], [5.10260, 1.45894, 3.98639], [3.47227, -0.34300, 3.45031], [-1.96735, 0.72651, -1.84652], [-1.43696, -0.52381, -3.89558], [0.77775, -1.62889, -4.11390], [2.39970, -1.48033, -2.26644], [3.18242, -0.46222, -0.33197], [1.99402, -1.15669, 0.77675], [2.18862, 0.59161, 0.68158], [-3.29695, 2.58450, -0.91138], [-3.82656, 4.27015, -0.88481], [-3.18278, 3.50662, 0.57116], [-2.47595, 5.72637, -1.95790], [-1.34643, -5.77042, 5.48352], [-1.01731, -4.62523, 4.44046], [-0.77567, -3.79283, 3.67763], [-1.60400, -6.77359, 4.84741], [-2.30249, -5.40426, 6.13815], [-0.36266, -5.92584, 6.17858]], "atomic_forces_ev_per_a": [[-0.1, -0.1, 0.1], [0.0, 0.0, 0.0], [0.0, 0.0, 0.0], [0.0, 0.0, 0.0], [0.0, 0.0, 0.0], [0.0, 0.0, 0.0], [0.0, 0.0, 0.0], [0.0, 0.0, 0.0], [0.0, 0.1, 0.0], [0.0, 0.0, 0.0], [0.0, 0.0, 0.0], [0.0, 0.0, 0.0], [0.0, 0.0, 0.0], [0.0, 0.0, 0.0], [0.0, 0.0, 0.0], [0.0, 0.0, 0.0], [0.0, 0.0, 0.0], [0.0, 0.0, 0.0], [0.0, 0.0, 0.0], [0.0, 0.0, 0.0], [0.0, 0.0, 0.0], [0.0, 0.0, 0.0], [0.0, 0.0, 0.0], [0.0, 0.0, 0.0], [0.0, 0.0, 0.0], [0.0, 0.0, 0.0], [0.0, 0.0, 0.0], [0.0, 0.0, 0.0], [0.0, 0.0, 0.1], [0.0, 0.0, 0.0], [0.0, 0.0, 0.0], [0.0, 0.0, 0.0], [0.0, 0.0, 0.0], [0.0, 0.0, 0.0], [0.0, 0.0, 0.0], [0.0, 0.0, 0.0], [0.0, 0.0, 0.0], [0.0, 0.0, 0.0], [0.0, 0.0, 0.0], [0.0, 0.0, 0.0], [0.0, 0.0, 0.0], [0.0, 0.0, 0.0], [0.0, 0.0, 0.0], [0.0, 0.0, 0.0], [0.0, 0.0, 0.0], [0.0, 0.0, 0.0], [0.0, 0.0, 0.0], [0.0, 0.0, 0.0], [0.0, 0.0, 0.0], [0.0, 0.0, 0.0], [0.0, 0.0, 0.0], [0.0, 0.0, 0.0], [0.0, 0.0, 0.0], [0.0, 0.0, 0.0], [0.0, 0.0, 0.0], [0.0, 0.0, 0.0], [0.0, 0.0, 0.0], [0.0, 0.0, 0.0], [0.0, 0.0, 0.0], [0.0, 0.0, 0.0], [0.0, 0.0, 0.0], [0.0, 0.0, 0.0], [0.0, 0.0, 0.0], [0.0, 0.0, 0.0], [0.0, 0.0, 0.0], [0.0, 0.0, 0.0], [0.0, 0.0, 0.0], [0.0, 0.0, 0.0], [0.0, 0.0, 0.0], [0.0, 0.0, 0.0], [0.0, 0.0, 0.0], [0.0, 0.0, 0.0], [0.0, 0.0, 0.0], [0.0, 0.0, 0.0], [0.0, 0.0, 0.0], [0.0, 0.0, 0.0], [0.0, 0.0, 0.0]]}